[1]
Formula: C23H34BIN13SV
Source: the Open Molecules 2025 dataset
Level of theory: wB97M-V/def2-TZVPD

CARTESIAN COORDINATES (ANGSTROEM)
V1 0.58 0.44 -0.12
C1 1.05 -1.53 -2.99
C2 1.98 -0.56 -3.72
C3 1.33 -0.09 -5.02
C4 2.39 0.62 -2.89
C5 3.16 1.71 -3.33
C6 3.28 2.53 -2.23
N1 2.61 1.98 -1.21
N2 2.07 0.79 -1.61
B1 2.61 2.48 0.25
N3 1.23 3.07 0.65
C7 0.87 4.36 0.57
C8 -0.31 4.53 1.25
C9 -0.62 3.24 1.73
N4 0.32 2.37 1.38
C10 -1.82 2.82 2.53
C11 -1.63 1.43 3.14
C12 -3.08 2.91 1.67
N5 2.94 1.35 1.22
C13 3.90 1.39 2.16
C14 3.91 0.19 2.81
C15 2.89 -0.57 2.20
N6 2.31 0.15 1.24
C16 2.60 -2.00 2.58
C17 1.17 -2.45 2.32
C18 3.59 -2.93 1.87
H1 0.81 -2.37 -3.64
H2 1.50 -1.91 -2.08
H3 0.12 -1.03 -2.74
H4 2.90 -1.10 -3.97
H5 0.44 0.50 -4.80
H6 2.01 0.54 -5.61
H7 1.04 -0.94 -5.63
H8 3.58 1.86 -4.31
H9 3.80 3.47 -2.10
H10 3.46 3.33 0.33
H11 1.49 5.08 0.04
H12 -0.88 5.43 1.38
H13 -1.93 3.54 3.35
H14 -1.45 0.69 2.37
H15 -0.76 1.41 3.81
H16 -2.52 1.13 3.70
H17 -3.03 2.22 0.83
H18 -3.97 2.68 2.26
H19 -3.19 3.91 1.25
H20 4.50 2.28 2.29
H21 4.55 -0.12 3.62
H22 2.78 -2.06 3.65
H23 0.98 -2.53 1.25
H24 1.00 -3.43 2.76
H25 0.43 -1.77 2.74
H26 3.46 -2.86 0.79
H27 4.62 -2.66 2.11
H28 3.42 -3.96 2.17
C19 -4.92 -1.46 -2.04
C20 -4.66 -2.26 -0.82
N7 -4.89 -3.52 -0.66
N8 -4.43 -3.78 0.60
C21 -3.91 -2.71 1.22
S1 -3.22 -2.56 2.73
N9 -4.08 -1.73 0.29
N10 -3.83 -0.37 0.55
H29 -5.47 -2.07 -2.76
H30 -3.98 -1.15 -2.50
H31 -5.50 -0.56 -1.80
H32 -4.41 -4.72 0.96
H33 -3.32 0.03 -0.24
H34 -3.21 -0.38 1.36
I1 -1.38 1.62 -1.73
N11 -2.27 -3.56 -3.39
C22 -1.96 -3.41 -2.29
N12 -1.65 -3.32 -1.00
C23 -1.01 -2.28 -0.60
N13 -0.42 -1.38 -0.16

Results
Total charge = -1
2S+1 = 4
HOMO energy (spin up / spin down) = -0.18542 / -0.19489 hartree
Kohn-Sham gap (spin up / spin down) = 7.5 / 7.7 eV
Relative energy (zero: lowest compared OMol25 entry of this formula, charge and spin) = 34.6 kcal/mol

=====

[2]
Formula: C39H50BN8O4
Source: the Open Molecules 2025 dataset
Level of theory: wB97M-V/def2-TZVPD

CARTESIAN COORDINATES (ANGSTROEM)
C1 -3.24 0.63 2.58
C2 -2.19 0.75 3.70
C3 -2.32 2.14 4.34
C4 -0.75 0.61 3.16
C5 -0.01 -0.72 3.23
N1 1.42 -0.39 3.35
O1 -0.04 -1.43 1.98
B1 -1.24 -1.71 1.35
O2 -1.56 -0.95 0.25
O3 -1.97 -2.83 1.71
C6 -0.52 -1.65 4.33
C7 -1.42 -1.03 5.40
C8 -0.65 -0.09 6.33
C9 -2.05 -2.17 6.21
N2 -2.50 -0.30 4.69
O4 -3.58 -0.12 5.34
H1 -3.39 -0.41 2.29
H2 -2.93 1.21 1.71
H3 -4.20 1.01 2.93
H4 -2.12 2.88 3.56
H5 -1.59 2.29 5.14
H6 -3.33 2.29 4.72
H7 -0.76 0.93 2.11
H8 -0.11 1.33 3.68
H9 1.59 -0.05 4.30
H10 1.94 -1.25 3.26
H11 -2.37 -1.24 -0.13
H12 -2.91 -2.72 1.76
H13 0.35 -2.08 4.85
H14 -1.05 -2.49 3.88
H15 0.06 -0.70 6.90
H16 -0.10 0.69 5.81
H17 -1.35 0.37 7.04
H18 -2.25 -1.86 7.24
H19 -1.37 -3.02 6.24
H20 -2.99 -2.48 5.76
N3 -0.96 3.30 0.58
C10 -0.60 4.58 0.59
C11 0.53 5.06 -0.06
C12 1.34 4.15 -0.72
C13 0.99 2.81 -0.72
C14 -0.18 2.44 -0.06
H21 -1.26 5.26 1.12
H22 0.77 6.11 -0.04
H23 2.23 4.48 -1.24
H24 1.59 2.07 -1.23
H25 -0.51 1.41 -0.07
N4 -1.91 0.48 -3.79
C15 -2.29 -0.52 -4.59
C16 -1.68 -1.76 -4.60
C17 -0.62 -1.99 -3.74
C18 -0.21 -0.95 -2.91
C19 -0.89 0.25 -2.97
H26 -3.13 -0.31 -5.24
H27 -2.03 -2.54 -5.26
H28 -0.12 -2.95 -3.71
H29 0.61 -1.09 -2.21
H30 -0.61 1.08 -2.33
N5 0.94 5.89 -4.88
C20 0.70 5.73 -6.18
C21 0.01 4.65 -6.71
C22 -0.45 3.67 -5.85
C23 -0.21 3.82 -4.49
C24 0.49 4.95 -4.06
H31 1.08 6.52 -6.83
H32 -0.15 4.56 -7.78
H33 -0.99 2.81 -6.22
H34 -0.55 3.09 -3.78
H35 0.69 5.09 -3.01
N6 1.19 -5.48 -0.89
C25 2.46 -5.66 -1.22
C26 3.48 -4.80 -0.85
C27 3.16 -3.69 -0.09
C28 1.84 -3.48 0.27
C29 0.89 -4.41 -0.16
H36 2.68 -6.54 -1.82
H37 4.50 -5.00 -1.15
H38 3.93 -2.99 0.22
H39 1.53 -2.63 0.86
H40 -0.15 -4.29 0.11
N7 0.20 2.47 -9.42
C30 0.10 1.15 -9.56
C31 0.07 0.51 -10.79
C32 0.16 1.27 -11.94
C33 0.26 2.65 -11.81
C34 0.28 3.20 -10.53
H41 0.04 0.58 -8.64
H42 -0.01 -0.57 -10.83
H43 0.14 0.81 -12.91
H44 0.33 3.29 -12.68
H45 0.36 4.27 -10.40
N8 1.60 -2.83 7.09
C35 2.79 -2.93 6.49
C36 3.90 -3.48 7.10
C37 3.79 -3.95 8.39
C38 2.56 -3.85 9.03
C39 1.50 -3.29 8.33
H46 2.84 -2.56 5.47
H47 4.84 -3.54 6.56
H48 4.64 -4.39 8.90
H49 2.42 -4.21 10.04
H50 0.52 -3.20 8.79

Results
2S+1 = 2
HOMO energy (spin up / spin down) = -0.28641 / -0.33819 hartree
Kohn-Sham gap (spin up / spin down) = 8.2 / 9.6 eV

=====

The records above yield M values of 713.34, 705.69 g mol⁻¹, respectively.